The following is a DFT calculation (the ωB97M-V functional and the def2-TZVPD basis) of a molecular structure, C6H16Cl6N4O9.

```
41
Properties=species:S:1:pos:R:3
N 0.425 -0.022 -0.155
H 0.528 0.377 0.767
H -0.390 -0.603 -0.287
H 1.260 -0.528 -0.412
H 0.218 0.729 -0.798
N 3.126 -0.106 -1.257
O 3.801 0.245 -0.299
O 2.010 -0.679 -1.251
O 3.632 0.342 -2.274
N 1.527 1.371 2.154
O 0.912 2.430 2.397
O 1.118 0.402 1.668
O 2.712 1.678 2.148
N 2.091 2.363 -0.619
O 1.117 1.776 -0.964
O 3.202 2.250 -1.200
O 2.004 2.942 0.457
Cl -1.757 -0.153 0.986
C -2.982 -1.178 1.782
C -2.271 -2.564 1.718
Cl -3.050 -3.749 2.747
H -3.901 -1.179 1.195
H -3.212 -0.806 2.780
H -1.227 -2.514 2.026
H -2.404 -2.946 0.705
Cl -0.299 -1.636 -1.792
C 0.534 -2.866 -2.662
C 1.470 -2.257 -3.760
Cl 2.504 -3.541 -4.360
H -0.043 -3.635 -3.175
H 1.094 -3.491 -1.966
H 2.065 -1.451 -3.330
H 0.993 -1.870 -4.661
Cl -1.202 1.986 -0.498
C -2.391 2.664 0.692
C -1.867 2.490 2.207
Cl -2.876 3.325 3.430
H -3.409 2.299 0.556
H -2.430 3.717 0.414
H -0.874 2.923 2.325
H -1.753 1.467 2.565
```

Its net charge is -2. The value obtained for the gap between HOMO and LUMO is 0.1865 Ha. As for the spin multiplicity: 1.

The net atomic charges from natural (NBO), expressed in e, are: atom 1 (N): -0.96, atom 2 (H): 0.39, atom 3 (H): 0.33, atom 4 (H): 0.41, atom 5 (H): 0.41, atom 6 (N): 0.72, atom 7 (O): -0.46, atom 8 (O): -0.58, atom 9 (O): -0.50, atom 10 (N): 0.74, atom 11 (O): -0.57, atom 12 (O): -0.49, atom 13 (O): -0.46, atom 14 (N): 0.73, atom 15 (O): -0.60, atom 16 (O): -0.53, atom 17 (O): -0.52, atom 18 (Cl): 0.01, atom 19 (C): -0.41, atom 20 (C): -0.39, atom 21 (Cl): -0.10, atom 22 (H): 0.20, atom 23 (H): 0.21, atom 24 (H): 0.24, atom 25 (H): 0.22, atom 26 (Cl): 0.02, atom 27 (C): -0.42, atom 28 (C): -0.40, atom 29 (Cl): -0.10, atom 30 (H): 0.19, atom 31 (H): 0.22, atom 32 (H): 0.29, atom 33 (H): 0.20, atom 34 (Cl): 0.01, atom 35 (C): -0.40, atom 36 (C): -0.41, atom 37 (Cl): -0.15, atom 38 (H): 0.19, atom 39 (H): 0.21, atom 40 (H): 0.30, atom 41 (H): 0.22

---

The following is a DFT calculation (the ωB97M-V functional and the def2-TZVPD basis) of a molecular structure, C6H16I2N3.

```
27
Properties=species:S:1:pos:R:3
C -1.788 -1.353 -0.114
C 0.379 -1.410 -1.512
C -0.500 0.377 1.865
C -0.221 -1.284 -0.047
C 0.319 -0.066 0.636
C 0.198 3.715 -2.304
N 1.177 3.697 -0.164
N 1.076 3.979 -1.430
N 0.355 1.141 -0.234
I -1.845 3.342 -1.680
I 0.598 3.799 -4.325
H -2.309 -2.146 -0.551
H -2.194 -0.506 -0.649
H -2.316 -1.258 0.752
H 1.096 -0.724 -1.633
H 0.734 -2.373 -1.900
H -0.478 -1.159 -2.151
H -0.663 -0.564 2.447
H -1.482 0.701 1.533
H -0.051 1.215 2.352
H 0.076 -2.042 0.666
H 1.485 -0.295 0.934
H 0.542 1.930 0.412
H 2.140 3.974 0.203
H 1.841 4.469 -1.795
H 1.009 1.105 -0.961
H -0.675 1.274 -0.442
```

Its net charge is +1. The expectation value of S² is 2.01. The value obtained for the gap between HOMO and LUMO (spin up / spin down) is 0.2261 / 0.2798 Ha. As for the spin multiplicity: 3.

The net atomic charges from natural (NBO), expressed in e, are: atom 1 (C): -0.63, atom 2 (C): -0.60, atom 3 (C): -0.64, atom 4 (C): -0.25, atom 5 (C): -0.02, atom 6 (C): -0.22, atom 7 (N): -0.39, atom 8 (N): -0.52, atom 9 (N): -0.75, atom 10 (I): 0.14, atom 11 (I): 0.34, atom 12 (H): 0.25, atom 13 (H): 0.19, atom 14 (H): 0.22, atom 15 (H): 0.17, atom 16 (H): 0.25, atom 17 (H): 0.22, atom 18 (H): 0.25, atom 19 (H): 0.22, atom 20 (H): 0.23, atom 21 (H): 0.23, atom 22 (H): 0.22, atom 23 (H): 0.47, atom 24 (H): 0.35, atom 25 (H): 0.37, atom 26 (H): 0.43, atom 27 (H): 0.46

---

| no. | E (eV) |
| --- | --- |
| 1 | -105982.234 |
| 2 | -27141.000 |